DFT (wB97M-V/def2-TZVPD) results for 10 unconnected molecules or ions with the total composition C54H129N7O3 at a distorted geometry.

Each atom is followed by the atoms it is bonded to, with distances in Å.
Positions of all 193 atoms, in Å:
1 C 1.8477 -7.7402 0.3914  C2 1.533, H8 1.095, H9 1.091, H10 1.090
2 C 0.4055 -8.2404 0.2474  C1 1.533, N3 1.453, H11 1.093, H12 1.095
3 N -0.6691 -7.3651 0.6839  C2 1.453, C4 1.474, C6 1.445
4 C -0.7119 -6.1704 -0.1777  N3 1.474, C5 1.530, H13 1.101, H14 1.088
5 C -2.0980 -5.5238 -0.1268  C4 1.530, H15 1.092, H16 1.089, H17 1.092
6 C -0.6046 -6.9884 2.0778  N3 1.445, C7 1.529, H18 1.095, H19 1.105
7 C -0.5876 -8.1629 3.0572  C6 1.529, H20 1.095, H21 1.087, H22 1.089
8 H 2.0513 -7.6646 1.4647  C1 1.095
9 H 2.0439 -6.7782 -0.0846  C1 1.091
10 H 2.5641 -8.4643 0.0029  C1 1.090
11 H 0.2157 -8.5368 -0.7870  C2 1.093
12 H 0.3945 -9.1793 0.8109  C2 1.095
13 H 0.0358 -5.4443 0.1765  C4 1.101
14 H -0.4637 -6.4832 -1.1900  C4 1.088
15 H -2.8567 -6.2511 -0.4224  C5 1.092
16 H -2.4206 -5.1473 0.8430  C5 1.089
17 H -2.1451 -4.6882 -0.8277  C5 1.092
18 H -1.4714 -6.3880 2.3723  C6 1.095
19 H 0.2284 -6.2933 2.2885  C6 1.105
20 H 0.3337 -8.7305 2.8900  C7 1.095
21 H -1.4500 -8.8032 2.8932  C7 1.087
22 H -0.4913 -7.7982 4.0782  C7 1.089
23 C 6.3299 -3.3601 -1.1914  C24 1.533, H30 1.092, H31 1.091, H32 1.090
24 C 4.9985 -2.6691 -0.8775  C23 1.533, N25 1.462, H33 1.093, H34 1.097
25 N 4.9911 -1.2250 -0.6488  C24 1.462, C26 1.471, C28 1.457
26 C 5.8597 -0.8998 0.4934  N25 1.471, C27 1.535, H35 1.088, H36 1.097
27 C 5.7539 0.5885 0.8535  C26 1.535, H37 1.090, H38 1.088, H39 1.091
28 C 5.3268 -0.4736 -1.8505  N25 1.457, C29 1.529, H40 1.102, H41 1.093
29 C 4.3694 -0.7505 -3.0099  C28 1.529, H42 1.091, H43 1.094, H44 1.087
30 H 6.8474 -2.9648 -2.0675  C23 1.092
31 H 6.1694 -4.4225 -1.3789  C23 1.091
32 H 7.0146 -3.2756 -0.3473  C23 1.090
33 H 4.2446 -2.9132 -1.6306  C24 1.093
34 H 4.5739 -3.1040 0.0355  C24 1.097
35 H 5.5725 -1.5239 1.3374  C26 1.088
36 H 6.9045 -1.0912 0.2187  C26 1.097
37 H 6.2427 0.8136 1.8017  C27 1.090
38 H 6.2531 1.1779 0.0873  C27 1.088
39 H 4.6990 0.8510 0.9425  C27 1.091
40 H 6.3817 -0.6026 -2.1403  C28 1.102
41 H 5.1967 0.5839 -1.6072  C28 1.093
42 H 4.4143 0.0929 -3.7002  C29 1.091
43 H 3.3642 -0.7323 -2.5788  C29 1.094
44 H 4.5247 -1.6762 -3.5588  C29 1.087
45 C -3.1265 1.6791 6.0378  C46 1.529, H52 1.089, H53 1.097, H54 1.089
46 C -2.8766 2.4261 4.7276  C45 1.529, N47 1.456, H55 1.093, H56 1.102
47 N -3.8770 2.1626 3.7023  C46 1.456, C48 1.484, C50 1.463
48 C -3.5950 0.8406 3.0901  N47 1.484, C49 1.498, H57 1.092, H58 1.103
49 C -4.7436 0.2605 2.3227  C48 1.498, H59 1.090, H60 1.091, H61 1.095
50 C -3.8429 3.1944 2.6661  N47 1.463, C51 1.537, H62 1.100, H63 1.089
51 C -4.6791 4.4108 3.0960  C50 1.537, H64 1.087, H65 1.094, H66 1.091
52 H -4.1349 1.7634 6.4411  C45 1.089
53 H -2.5151 2.1619 6.8098  C45 1.097
54 H -2.8033 0.6387 6.0277  C45 1.089
55 H -2.8642 3.5044 4.9043  C46 1.093
56 H -1.8561 2.2149 4.3692  C46 1.102
57 H -3.3187 0.1792 3.9142  C48 1.092
58 H -2.6814 0.9227 2.4777  C48 1.103
59 H -4.9739 0.7742 1.3892  C49 1.090
60 H -5.6404 0.2218 2.9426  C49 1.091
61 H -4.4859 -0.7786 2.0929  C49 1.095
62 H -2.8071 3.5081 2.4719  C50 1.100
63 H -4.2950 2.8501 1.7367  C50 1.089
64 H -4.3487 4.8593 4.0290  C51 1.087
65 H -4.6498 5.1373 2.2784  C51 1.094
66 H -5.7328 4.1362 3.1572  C51 1.091
67 C 2.0876 4.8923 2.5950  C68 1.532, H74 1.092, H75 1.092, H76 1.086
68 C 3.2342 4.6417 1.6106  C67 1.532, N69 1.465, H77 1.091, H78 1.098
69 N 2.7691 4.8150 0.2326  C68 1.465, C70 1.452, C72 1.457
70 C 1.7254 3.8818 -0.1526  N69 1.452, C71 1.518, H79 1.106, H80 1.092
71 C 1.2462 4.0616 -1.5818  C70 1.518, H81 1.094, H82 1.089, H83 1.090
72 C 3.8795 4.8309 -0.7108  N69 1.457, C73 1.531, H84 1.091, H85 1.092
73 C 4.5034 3.4515 -0.9403  C72 1.531, H86 1.091, H87 1.087, H88 1.095
74 H 1.6237 5.8730 2.4701  C67 1.092
75 H 2.4877 4.8690 3.6108  C67 1.092
76 H 1.2713 4.1813 2.5094  C67 1.086
77 H 3.9751 5.3947 1.8841  C68 1.091
78 H 3.6880 3.6498 1.7366  C68 1.098
79 H 2.0838 2.8523 0.0344  C70 1.106
80 H 0.8646 3.9586 0.5155  C70 1.092
81 H 1.0691 5.1206 -1.7930  C71 1.094
82 H 1.9670 3.6794 -2.3034  C71 1.089
83 H 0.2587 3.6209 -1.7202  C71 1.090
84 H 4.6438 5.5261 -0.3601  C72 1.091
85 H 3.5076 5.2187 -1.6619  C72 1.092
86 H 3.7645 2.6811 -1.1669  C73 1.091
87 H 5.1493 3.1465 -0.1214  C73 1.087
88 H 5.1090 3.5265 -1.8498  C73 1.095
89 C 1.5851 -2.0133 -4.8087  C90 1.528, H96 1.093, H97 1.089, H98 1.092
90 C 1.1871 -3.4849 -4.6986  C89 1.528, N91 1.464, H99 1.093, H100 1.089
91 N 0.5148 -3.8468 -3.4492  C90 1.464, C92 1.455, C94 1.457
92 C 1.3518 -3.6407 -2.2774  N91 1.455, C93 1.529, H101 1.101, H102 1.096
93 C 2.5927 -4.5341 -2.2728  C92 1.529, H103 1.091, H104 1.094, H105 1.090
94 C -0.7907 -3.2253 -3.2675  N91 1.457, C95 1.511, H106 1.102, H107 1.093
95 C -1.8137 -3.7012 -4.2730  C94 1.511, H108 1.090, H109 1.093, H110 1.092
96 H 2.4312 -1.7790 -4.1581  C89 1.093
97 H 0.7655 -1.3447 -4.5501  C89 1.089
98 H 1.9155 -1.7833 -5.8241  C89 1.092
99 H 0.4518 -3.6892 -5.4815  C90 1.093
100 H 2.0304 -4.1290 -4.9438  C90 1.089
101 H 1.6292 -2.5998 -2.0485  C92 1.101
102 H 0.7838 -3.9435 -1.3908  C92 1.096
103 H 2.2997 -5.5772 -2.3979  C93 1.091
104 H 3.2391 -4.3003 -3.1242  C93 1.094
105 H 3.2053 -4.3985 -1.3814  C93 1.090
106 H -0.7516 -2.1298 -3.1558  C94 1.102
107 H -1.1367 -3.5124 -2.2709  C94 1.093
108 H -1.6190 -3.3705 -5.2938  C95 1.090
109 H -2.8250 -3.3743 -4.0194  C95 1.093
110 H -1.8683 -4.7915 -4.2822  C95 1.092
111 C -8.3143 3.1370 -4.3060  C112 1.533, H118 1.092, H119 1.091, H120 1.090
112 C -7.0151 3.3451 -5.0929  C111 1.533, N113 1.462, H121 1.101, H122 1.087
113 N -5.8175 3.2610 -4.2583  C112 1.462, C114 1.461, C116 1.471
114 C -5.8047 2.0350 -3.4645  N113 1.461, C115 1.523, H123 1.088, H124 1.101
115 C -4.5703 1.9129 -2.5814  C114 1.523, H125 1.093, H126 1.093, H127 1.091
116 C -4.6404 3.3803 -5.1321  N113 1.471, C117 1.521, H128 1.102, H129 1.089
117 C -4.4186 4.8008 -5.6286  C116 1.521, H130 1.091, H131 1.088, H132 1.093
118 H -9.1609 3.3796 -4.9519  C111 1.092
119 H -8.3617 3.7859 -3.4305  C111 1.091
120 H -8.4713 2.1057 -3.9901  C111 1.090
121 H -7.0084 2.5766 -5.8818  C112 1.101
122 H -7.1035 4.3254 -5.5540  C112 1.087
123 H -6.6509 2.0819 -2.7821  C114 1.088
124 H -5.8921 1.1674 -4.1362  C114 1.101
125 H -3.6516 1.6927 -3.1302  C115 1.093
126 H -4.3799 2.8393 -2.0344  C115 1.093
127 H -4.6540 1.1113 -1.8454  C115 1.091
128 H -4.7548 2.6603 -5.9585  C116 1.102
129 H -3.7686 3.0348 -4.5777  C116 1.089
130 H -5.2672 5.1879 -6.1944  C117 1.091
131 H -3.5232 4.9117 -6.2373  C117 1.088
132 H -4.3472 5.4866 -4.7810  C117 1.093
133 C -1.7463 1.8718 -0.1256  C134 1.539, H140 1.091, H141 1.090, H142 1.092
134 C -1.6627 0.3449 -0.2948  C133 1.539, N135 1.457, H143 1.093, H144 1.101
135 N -0.3897 -0.1808 0.1796  C134 1.457, C136 1.457, C138 1.471
136 C -0.4406 -1.6364 0.2302  N135 1.457, C137 1.528, H145 1.092, H146 1.099
137 C -1.2513 -2.1727 1.4096  C136 1.528, H147 1.090, H148 1.094, H149 1.089
138 C 0.6789 0.2553 -0.7320  N135 1.471, C139 1.519, H150 1.105, H151 1.090
139 C 2.0696 0.0180 -0.1701  C138 1.519, H152 1.093, H153 1.092, H154 1.091
140 H -1.2459 2.4427 -0.9085  C133 1.091
141 H -1.3152 2.1385 0.8396  C133 1.090
142 H -2.7765 2.2326 -0.1205  C133 1.092
143 H -2.4350 -0.0152 0.3894  C134 1.093
144 H -1.8617 0.0319 -1.3309  C134 1.101
145 H 0.5699 -2.0245 0.3761  C136 1.092
146 H -0.7875 -2.0157 -0.7408  C136 1.099
147 H -2.3056 -2.2192 1.1370  C137 1.090
148 H -1.1641 -1.4818 2.2532  C137 1.094
149 H -0.8340 -3.1137 1.7647  C137 1.089
150 H 0.5818 -0.2989 -1.6825  C138 1.105
151 H 0.6259 1.3211 -0.9516  C138 1.090
152 H 2.1300 0.4642 0.8263  C139 1.093
153 H 2.3359 -1.0294 -0.0130  C139 1.092
154 H 2.8484 0.4449 -0.8040  C139 1.091
155 C 2.7628 -4.3526 2.0908  C156 1.522, C159 1.521, H160 1.090, H161 1.094
156 C 2.0425 -3.4693 3.1000  C155 1.522, C157 1.523, H162 1.092, H163 1.093
157 C 3.1785 -2.6828 3.7414  C156 1.523, O158 1.430, H164 1.096, H165 1.090
158 O 4.1918 -2.5991 2.7358  C157 1.430, C159 1.417
159 C 3.8225 -3.3736 1.6076  C155 1.521, O158 1.417, H166 1.091, H167 1.106
160 H 2.0908 -4.7548 1.3320  C155 1.090
161 H 3.2631 -5.2134 2.5438  C155 1.094
162 H 1.4639 -4.0618 3.8126  C156 1.092
163 H 1.3195 -2.7875 2.6449  C156 1.093
164 H 3.6002 -3.2422 4.5839  C157 1.096
165 H 2.8687 -1.7139 4.1329  C157 1.090
166 H 4.6953 -3.7476 1.0712  C159 1.091
167 H 3.3489 -2.6978 0.8715  C159 1.106
168 C 1.6221 0.7342 5.1681  C169 1.509, C172 1.556, H173 1.092, H174 1.091
169 C 0.5537 0.3012 4.1941  C168 1.509, C170 1.520, H175 1.087, H176 1.095
170 C 0.5418 1.5107 3.2737  C169 1.520, O171 1.428, H177 1.091, H178 1.095
171 O 0.5883 2.5973 4.1995  C170 1.428, C172 1.418
172 C 1.3905 2.2654 5.3211  C168 1.556, O171 1.418, H179 1.092, H180 1.094
173 H 2.6307 0.6637 4.7570  C168 1.092
174 H 1.5751 0.2095 6.1238  C168 1.091
175 H -0.4128 0.0999 4.6493  C169 1.087
176 H 0.9381 -0.5493 3.6207  C169 1.095
177 H -0.3625 1.6343 2.6762  C170 1.091
178 H 1.3557 1.5337 2.5410  C170 1.095
179 H 0.8937 2.5224 6.2588  C172 1.092
180 H 2.3565 2.7780 5.3248  C172 1.094
181 C -2.2020 5.5508 0.2528  C182 1.516, C185 1.548, H186 1.088, H187 1.096
182 C -1.9001 6.9428 0.7719  C181 1.516, C183 1.521, H188 1.091, H189 1.091
183 C -0.8524 7.4090 -0.2268  C182 1.521, O184 1.426, H190 1.096, H191 1.089
184 O -1.3529 6.9466 -1.4799  C183 1.426, C185 1.436
185 C -2.1505 5.7694 -1.2783  C181 1.548, O184 1.436, H192 1.088, H193 1.091
186 H -3.1244 5.1372 0.6561  C181 1.088
187 H -1.4136 4.8670 0.5878  C181 1.096
188 H -1.4830 6.9439 1.7798  C182 1.091
189 H -2.8154 7.5268 0.6606  C182 1.091
190 H 0.1218 6.9383 -0.0491  C183 1.096
191 H -0.7307 8.4906 -0.1831  C183 1.089
192 H -1.7379 4.9075 -1.7994  C185 1.088
193 H -3.1476 6.0154 -1.6470  C185 1.091

Multiplicity: 1
Orbital gap: 8.69 eV
Charge: 0
E: -74659.367 eV
Structure (SMILES): CCN(CC)CC.CCN(CC)CC.CCN(CC)CC.CCN(CC)CC.CCN(CC)CC.CCN(CC)CC.CCN(CC)CC.C1CCOC1.C1CCOC1.C1CCOC1
Energy above the lowest of the compared OMol25 structures with the same formula, charge and spin: 161.29 kJ/mol